{
  "formula": "C18H14F3N2O3S2Tl",
  "method": "the ωB97M-V functional and the def2-TZVPD basis",
  "homo_lumo_gap_ev": [5.1, 5.7],
  "lumo_ev": [-2.2, -2.3],
  "homo_ev": [-7.3, -7.9],
  "species": ["Tl", "S", "S", "F", "F", "F", "O", "O", "O", "N", "N", "C", "C", "C", "C", "C", "C", "C", "C", "C", "C", "C", "C", "C", "C", "C", "C", "C", "C", "H", "H", "H", "H", "H", "H", "H", "H", "H", "H", "H", "H", "H", "H"],
  "positions_angstrom": [[0.392, -0.392, 0.096], [2.671, -0.131, -0.257], [3.968, 2.837, -0.887], [-0.932, -3.072, 3.198], [-0.070, -1.533, 2.261], [1.242, -2.794, 3.067], [0.265, -4.800, 1.175], [0.106, -2.673, -0.442], [-1.877, -0.148, -0.568], [-0.397, 1.219, -1.177], [1.036, 2.188, -0.785], [5.034, 2.065, -5.419], [2.625, 1.552, -0.522], [-2.799, 0.590, -0.351], [0.116, -2.819, 2.606], [-3.015, 2.965, -0.416], [-0.801, 3.986, -1.516], [4.741, 2.552, -4.281], [-3.905, 0.348, 0.138], [2.666, 1.074, -4.831], [2.291, 2.436, -4.222], [-4.702, 2.792, 0.106], [3.655, 4.121, -2.228], [-4.997, 1.583, -0.141], [-2.389, 1.873, -0.384], [4.121, 1.348, -5.770], [3.587, 3.082, -3.357], [-0.182, -3.555, 1.176], [-0.759, 2.769, -0.724], [5.824, 1.827, -5.974], [5.653, 3.017, -3.807], [2.702, 4.136, -2.036], [-6.152, 1.365, 0.039], [-0.411, 4.718, -0.885], [-2.916, 4.008, -0.054], [-5.329, 4.141, 0.496], [1.491, 2.446, -3.491], [3.694, 1.006, -6.770], [-4.362, -0.343, -0.106], [0.188, 4.027, -1.968], [-1.490, 4.272, -1.905], [4.608, 4.325, -2.039], [1.712, 0.715, -5.117]]
}

{
  "formula": "C2H3N3S",
  "method": "the ωB97M-V functional and the def2-TZVPD basis",
  "homo_lumo_gap_ev": 10.5,
  "smiles": "[H]/N=C(/C#N)NS",
  "lumo_ev": 0.3,
  "homo_ev": -10.2,
  "species": ["S", "N", "N", "N", "C", "C", "H", "H", "H"],
  "positions_angstrom": [[-0.224, 1.482, -1.519], [-0.367, -0.817, 1.681], [0.158, 0.853, 0.031], [-0.187, -2.354, -1.229], [-0.114, -0.351, 0.518], [-0.140, -1.392, -0.562], [0.982, 1.223, -2.181], [0.434, 1.486, 0.793], [-0.542, -0.130, 2.468]]
}

{
  "formula": "C4H7FN2O",
  "method": "the ωB97M-V functional and the def2-TZVPD basis",
  "homo_lumo_gap_ev": 8.2,
  "smiles": "C/C(F)=C\\N=C/NO",
  "lumo_ev": 0.3,
  "homo_ev": -7.9,
  "species": ["F", "O", "N", "N", "C", "C", "C", "C", "H", "H", "H", "H", "H", "H", "H"],
  "positions_angstrom": [[-1.371, -1.092, -2.296], [2.546, 0.632, -0.249], [0.147, -0.139, 0.702], [2.007, 1.577, 0.684], [0.035, -0.328, -0.634], [-2.274, -1.362, -0.153], [0.942, 0.878, 1.220], [-1.067, -0.977, -0.907], [2.567, 1.750, 1.599], [0.672, 0.226, -1.429], [-2.151, -2.469, 0.419], [-2.318, -0.681, 0.690], [2.988, 1.373, -1.007], [-3.289, -1.149, -0.713], [0.565, 1.760, 2.074]]
}

{
  "formula": "CH3NO2S",
  "method": "the ωB97M-V functional and the def2-TZVPD basis",
  "homo_lumo_gap_ev": 10.1,
  "smiles": "O=CONS",
  "lumo_ev": 0.3,
  "homo_ev": -9.8,
  "species": ["S", "O", "O", "N", "C", "H", "H", "H"],
  "positions_angstrom": [[1.920, -0.731, 0.256], [-0.483, -0.306, -0.630], [-2.481, -0.498, 0.294], [0.858, 0.420, -0.394], [-1.448, 0.070, 0.239], [0.775, 1.328, 0.232], [2.122, -1.180, -0.907], [-1.263, 0.896, 0.910]]
}

{
  "formula": "C3H3F2NS",
  "method": "the ωB97M-V functional and the def2-TZVPD basis",
  "homo_lumo_gap_ev": [8.1, 8.1],
  "lumo_ev": [0.1, 0.1],
  "homo_ev": [-8.0, -8.0],
  "species": ["S", "F", "F", "N", "C", "C", "C", "H", "H", "H"],
  "positions_angstrom": [[0.706, 1.263, -0.728], [-3.358, -1.124, -0.418], [2.743, -1.668, 1.279], [1.292, 0.273, 1.582], [1.981, -0.588, 0.935], [0.697, 1.245, 1.030], [1.783, 0.150, -0.985], [2.136, -0.256, -1.975], [0.031, 1.808, 1.681], [-3.382, -0.714, 0.421]]
}

{
  "formula": "C31H26CrF5N4OP",
  "method": "the ωB97M-V functional and the def2-TZVPD basis",
  "multiplicity": 2,
  "homo_lumo_gap_ev": [8.0, 8.5],
  "total_charge": 1,
  "lumo_ev": [-3.2, -2.6],
  "homo_ev": [-11.2, -11.2],
  "s_squared": 0.765,
  "species": ["Cr", "P", "F", "F", "F", "F", "F", "O", "N", "N", "N", "N", "C", "C", "C", "C", "C", "C", "C", "C", "C", "C", "C", "C", "C", "C", "C", "C", "C", "C", "C", "C", "C", "C", "C", "C", "C", "C", "C", "C", "C", "C", "C", "H", "H", "H", "H", "H", "H", "H", "H", "H", "H", "H", "H", "H", "H", "H", "H", "H", "H", "H", "H", "H", "H", "H", "H", "H", "H"],
  "positions_angstrom": [[-0.055, -0.087, 0.032], [0.297, 0.350, 2.404], [-1.002, -2.441, 2.044], [-0.847, -5.066, 2.056], [0.132, -6.408, -0.100], [0.969, -5.014, -2.270], [0.884, -2.409, -2.331], [-0.201, 0.066, -2.007], [-2.185, 0.075, -0.060], [0.247, 1.178, -3.900], [2.046, -0.376, 0.147], [1.939, -0.092, 2.457], [-0.948, 2.828, 2.595], [4.779, -0.851, 0.297], [2.780, -0.644, -0.954], [0.332, 1.036, -2.579], [-4.132, 1.440, -0.345], [0.205, 2.105, 2.881], [-1.319, -1.577, 6.262], [1.110, 4.038, 4.000], [-0.047, 4.752, 3.716], [0.626, 1.875, -0.289], [-0.402, -4.395, 0.992], [0.296, -1.546, 4.480], [-1.446, 0.112, 4.557], [-0.320, -0.424, 3.932], [0.459, -2.979, -1.181], [-4.956, 0.343, -0.149], [1.086, 2.019, -1.741], [-0.196, -2.112, 5.648], [2.685, -0.344, 1.326], [1.231, 2.718, 3.593], [-2.766, 1.264, -0.294], [-0.436, -3.014, 0.950], [0.004, -2.229, -0.102], [-1.948, -0.469, 5.711], [0.090, -5.079, -0.098], [-4.369, -0.889, 0.071], [0.515, -4.362, -1.199], [4.059, -0.579, 1.431], [-1.081, 4.144, 3.019], [-2.990, -0.986, 0.102], [4.127, -0.882, -0.934], [0.294, -2.980, 6.070], [4.651, -1.098, -1.854], [-4.963, -1.782, 0.215], [-4.535, 2.425, -0.541], [2.444, -0.090, 3.330], [0.981, 3.028, -2.147], [-0.143, 5.780, 4.041], [2.137, 2.176, 3.839], [4.531, -0.547, 2.405], [5.843, -1.042, 0.364], [-2.509, -1.941, 0.255], [-1.929, 0.994, 4.156], [-0.228, 2.534, -0.105], [1.151, -1.997, 3.989], [2.227, -0.694, -1.878], [-2.104, 2.099, -0.463], [-2.823, -0.046, 6.189], [-0.211, 0.466, -4.445], [1.917, 4.508, 4.548], [-1.703, -2.021, 7.172], [-1.763, 2.356, 2.059], [-6.033, 0.447, -0.178], [1.407, 2.200, 0.396], [-1.989, 4.692, 2.804], [0.685, 1.950, -4.369], [2.144, 1.764, -1.839]]
}

What did the third record say?
{
  "formula": "C4H7FN2O",
  "method": "the ωB97M-V functional and the def2-TZVPD basis",
  "homo_lumo_gap_ev": 8.2,
  "smiles": "C/C(F)=C\\N=C/NO",
  "lumo_ev": 0.3,
  "homo_ev": -7.9,
  "species": ["F", "O", "N", "N", "C", "C", "C", "C", "H", "H", "H", "H", "H", "H", "H"],
  "positions_angstrom": [[-1.371, -1.092, -2.296], [2.546, 0.632, -0.249], [0.147, -0.139, 0.702], [2.007, 1.577, 0.684], [0.035, -0.328, -0.634], [-2.274, -1.362, -0.153], [0.942, 0.878, 1.220], [-1.067, -0.977, -0.907], [2.567, 1.750, 1.599], [0.672, 0.226, -1.429], [-2.151, -2.469, 0.419], [-2.318, -0.681, 0.690], [2.988, 1.373, -1.007], [-3.289, -1.149, -0.713], [0.565, 1.760, 2.074]]
}